[1]
{"formula": "C45H43BBrN11O2V", "method": "the ωB97M-V functional and the def2-TZVPD basis", "charge": 2, "s2": 0.8194, "e_homo_ev": [-12.72, -12.72], "multiplicity": 2, "gap_ha": [0.168, 0.213], "symbols": ["V", "C", "C", "C", "C", "N", "N", "B", "N", "C", "C", "C", "C", "N", "N", "C", "C", "C", "C", "N", "N", "C", "C", "C", "C", "N", "H", "H", "H", "H", "H", "H", "H", "H", "H", "H", "H", "H", "H", "H", "H", "H", "H", "H", "H", "H", "C", "O", "C", "N", "C", "C", "C", "C", "C", "C", "C", "C", "C", "C", "C", "C", "N", "C", "N", "C", "C", "O", "C", "C", "C", "C", "C", "C", "H", "H", "H", "H", "H", "H", "H", "H", "H", "H", "H", "H", "H", "H", "H", "H", "H", "H", "H", "Br", "C", "C", "C", "C", "C", "C", "H", "H", "H", "H"], "positions_angstrom": [[-0.81, 0.47, -0.64], [0.22, 4.06, -0.50], [0.92, 3.00, 0.28], [2.05, 3.21, 1.08], [2.36, 1.99, 1.61], [1.47, 1.09, 1.15], [0.58, 1.70, 0.32], [1.26, -0.38, 1.60], [-0.20, -0.53, 2.09], [-0.65, -0.93, 3.29], [-2.00, -0.70, 3.35], [-2.34, -0.15, 2.11], [-3.71, 0.27, 1.71], [-1.24, -0.06, 1.35], [1.50, -1.34, 0.41], [2.33, -2.37, 0.21], [2.12, -2.87, -1.05], [1.09, -2.08, -1.58], [0.51, -2.26, -2.94], [0.72, -1.15, -0.69], [2.19, -0.58, 2.85], [3.27, -1.37, 3.19], [3.69, -1.05, 4.48], [2.85, -0.06, 4.89], [2.77, 0.69, 6.15], [1.92, 0.22, 3.85], [0.95, 4.79, -0.85], [-0.34, 3.66, -1.34], [-0.49, 4.59, 0.14], [2.56, 4.14, 1.24], [3.16, 1.70, 2.27], [0.01, -1.36, 4.03], [-2.67, -0.91, 4.17], [-4.44, -0.39, 2.18], [-3.91, 1.28, 2.08], [-3.86, 0.28, 0.63], [3.03, -2.71, 0.94], [2.62, -3.70, -1.52], [1.02, -3.09, -3.44], [-0.55, -2.50, -2.90], [0.65, -1.38, -3.56], [3.70, -2.10, 2.52], [4.51, -1.50, 5.02], [3.53, 0.37, 6.85], [2.90, 1.76, 5.95], [1.79, 0.57, 6.60], [-3.71, -3.48, -0.91], [-3.75, -2.68, -2.12], [-2.94, -1.65, -1.87], [-2.46, -1.47, -0.70], [-3.06, -2.55, 0.14], [-2.15, -3.30, 1.08], [-0.87, -3.69, 0.70], [-0.09, -4.45, 1.57], [-0.59, -4.83, 2.81], [-1.87, -4.46, 3.18], [-2.65, -3.69, 2.31], [-2.61, -0.77, -3.01], [-3.30, -0.82, -4.21], [-2.86, -0.03, -5.26], [-1.70, 0.71, -5.09], [-1.08, 0.68, -3.85], [-1.54, 0.00, -2.80], [0.21, 1.35, -3.60], [0.69, 1.51, -2.43], [1.99, 2.23, -2.63], [2.20, 2.13, -4.15], [0.90, 1.75, -4.67], [3.18, 1.74, -1.85], [3.45, 0.39, -1.70], [4.60, -0.03, -1.04], [5.50, 0.91, -0.54], [5.24, 2.26, -0.72], [4.09, 2.67, -1.36], [-3.10, -4.36, -1.11], [-4.73, -3.78, -0.67], [-3.85, -2.08, 0.73], [-0.49, -3.43, -0.27], [0.89, -4.77, 1.26], [0.01, -5.43, 3.47], [-2.28, -4.76, 4.13], [-3.65, -3.40, 2.61], [-4.16, -1.47, -4.30], [-3.39, -0.02, -6.20], [-1.26, 1.29, -5.89], [1.80, 3.27, -2.35], [2.91, 1.35, -4.42], [2.48, 3.07, -4.62], [2.77, -0.35, -2.10], [4.81, -1.08, -0.94], [6.40, 0.59, -0.05], [5.95, 3.00, -0.35], [3.89, 3.73, -1.49], [-5.31, 5.47, -0.10], [-4.07, 4.07, -0.28], [-4.02, 3.34, -1.45], [-3.10, 2.31, -1.58], [-2.20, 1.96, -0.55], [-2.30, 2.74, 0.61], [-3.21, 3.78, 0.76], [-4.70, 3.57, -2.27], [-3.11, 1.77, -2.52], [-1.63, 2.53, 1.45], [-3.25, 4.35, 1.68]]}

=====

[2]
{"formula": "C7H11BrO2", "method": "the ωB97M-V functional and the def2-TZVPD basis", "e_homo_ev": -8.09, "smiles": "C=C(Br)CCCO/C=C/O", "gap_ha": 0.326, "e_above_lowest_kj_mol": 78.9, "symbols": ["C", "C", "C", "C", "C", "C", "C", "O", "O", "Br", "H", "H", "H", "H", "H", "H", "H", "H", "H", "H", "H"], "positions_angstrom": [[-2.96, 0.90, -0.18], [0.90, -1.15, -1.11], [1.61, -1.45, 0.22], [-0.52, -0.61, -0.95], [-1.66, 1.20, 0.13], [2.26, -0.22, 0.78], [1.94, 0.51, 1.86], [-3.96, 1.75, 0.01], [-0.50, 0.54, -0.09], [3.74, 0.45, -0.20], [-3.34, 0.06, -0.73], [1.69, -0.57, -1.69], [0.81, -2.10, -1.69], [0.93, -1.89, 0.84], [2.48, -2.20, -0.03], [-0.91, -0.27, -1.91], [-1.05, -1.47, -0.50], [-1.35, 2.07, 0.67], [2.47, 1.47, 1.89], [0.91, 0.49, 2.36], [-3.49, 2.49, 0.33]]}

=====

[3]
{"formula": "C13H24BBaClFO4S", "method": "the ωB97M-V functional and the def2-TZVPD basis", "charge": 1, "e_homo_ev": -10.02, "gap_ha": 0.171, "symbols": ["C", "C", "C", "O", "B", "C", "C", "O", "F", "O", "C", "C", "S", "C", "C", "C", "C", "C", "C", "Cl", "O", "H", "H", "H", "H", "H", "H", "H", "H", "H", "H", "H", "H", "H", "H", "H", "H", "H", "H", "H", "H", "H", "H", "H", "H", "Ba"], "positions_angstrom": [[4.83, -1.12, 1.83], [4.86, -1.31, 0.20], [3.76, -0.22, -0.43], [2.38, -0.52, -0.04], [1.40, 0.34, -0.74], [1.74, 1.92, -1.04], [1.83, 2.79, 0.37], [2.49, 2.31, 1.46], [1.17, 4.13, 0.57], [0.67, -0.45, -1.78], [-0.55, -1.14, -1.23], [-1.58, -1.70, -2.37], [-3.25, -2.26, -1.74], [-3.29, -2.45, 0.12], [-4.42, -3.55, 0.65], [-1.02, 0.06, -0.21], [-1.86, 1.34, -0.86], [-3.12, 1.84, 0.09], [-2.44, 2.38, 1.49], [-3.85, 3.33, -0.79], [0.32, 0.47, 0.31], [5.90, -0.75, 2.18], [4.46, -2.08, 2.39], [4.07, -0.25, 2.07], [5.92, -1.00, -0.25], [4.62, -2.41, -0.14], [3.96, -0.19, -1.58], [4.11, 0.84, 0.00], [0.91, 2.41, -1.73], [2.76, 2.10, -1.62], [-0.08, -2.08, -0.71], [-1.06, -2.62, -2.91], [-1.75, -0.83, -3.17], [-3.59, -1.42, 0.66], [-2.24, -2.86, 0.48], [-5.31, -3.68, -0.11], [-3.92, -4.59, 0.91], [-4.87, -3.15, 1.68], [-1.62, -0.26, 0.74], [-2.15, 1.16, -1.98], [-1.09, 2.25, -0.86], [-3.94, 1.01, 0.25], [-3.30, 2.65, 2.27], [-1.80, 3.35, 1.29], [-1.72, 1.61, 2.01], [1.69, 4.62, 2.28]]}

=====

[4]
{"formula": "C7H13N", "method": "the ωB97M-V functional and the def2-TZVPD basis", "charge": 1, "s2": 0.7563, "e_homo_ev": [-12.35, -15.01], "multiplicity": 2, "gap_ha": [0.212, 0.312], "e_above_lowest_kj_mol": 352.4, "symbols": ["C", "C", "N", "C", "C", "C", "C", "C", "H", "H", "H", "H", "H", "H", "H", "H", "H", "H", "H", "H", "H"], "positions_angstrom": [[-2.98, -0.04, 0.86], [-1.58, 0.25, 1.03], [1.34, 0.32, -1.50], [0.83, 0.12, -0.25], [-0.61, -0.33, -0.22], [-1.32, 0.10, -1.56], [2.96, -0.30, 1.01], [1.58, -0.20, 0.91], [-3.53, 0.80, 0.49], [-3.43, -0.64, 1.65], [-1.08, 1.16, -1.74], [-1.24, 1.30, 1.08], [-1.03, -0.07, 1.92], [1.67, -0.44, -2.09], [2.16, 0.92, -1.48], [-0.71, -1.40, -0.02], [-1.26, -0.52, -2.44], [-2.27, 0.22, -1.07], [3.69, -0.19, 0.24], [3.37, -0.45, 2.01], [0.99, -0.46, 1.78]]}

=====

[5]
{"formula": "C5H9NO", "method": "the ωB97M-V functional and the def2-TZVPD basis", "e_homo_ev": -10.86, "smiles": "CC[C@@H](O)CC#N", "gap_ha": 0.426, "e_above_lowest_kj_mol": 93.2, "symbols": ["C", "C", "C", "O", "C", "C", "N", "H", "H", "H", "H", "H", "H", "H", "H", "H"], "positions_angstrom": [[-1.22, 0.84, -1.45], [-0.76, 0.37, -0.06], [0.59, -0.34, -0.12], [1.58, 0.44, -0.77], [1.18, -0.61, 1.26], [0.22, -1.19, 2.20], [-0.55, -1.62, 2.95], [-1.18, 0.02, -2.17], [-2.25, 1.21, -1.43], [-0.58, 1.66, -1.81], [-1.50, -0.31, 0.36], [-0.69, 1.23, 0.62], [0.45, -1.30, -0.65], [1.32, 0.55, -1.69], [1.54, 0.34, 1.67], [2.05, -1.28, 1.18]]}

=====

[6]
{"formula": "C50H102O17S", "method": "the ωB97M-V functional and the def2-TZVPD basis", "e_homo_ev": -9.14, "gap_ha": 0.347, "symbols": ["C", "C", "C", "O", "C", "H", "H", "H", "H", "H", "H", "H", "H", "C", "C", "C", "O", "C", "H", "H", "H", "H", "H", "H", "H", "H", "C", "C", "C", "O", "C", "H", "H", "H", "H", "H", "H", "H", "H", "C", "C", "C", "O", "C", "H", "H", "H", "H", "H", "H", "H", "H", "C", "C", "C", "O", "C", "H", "H", "H", "H", "H", "H", "H", "H", "C", "C", "C", "O", "C", "H", "H", "H", "H", "H", "H", "H", "H", "C", "C", "C", "O", "C", "H", "H", "H", "H", "H", "H", "H", "H", "C", "C", "C", "O", "C", "H", "H", "H", "H", "H", "H", "H", "H", "C", "C", "C", "O", "C", "H", "H", "H", "H", "H", "H", "H", "H", "C", "C", "C", "O", "C", "H", "H", "H", "H", "H", "H", "H", "H", "C", "C", "C", "O", "C", "H", "H", "H", "H", "H", "H", "H", "H", "O", "S", "O", "O", "C", "C", "C", "H", "H", "H", "H", "H", "H", "H", "H", "C", "O", "C", "O", "O", "C", "H", "H", "H", "H", "H", "H"], "positions_angstrom": [[-19.58, 24.43, -2.45], [-20.47, 25.62, -2.14], [-21.87, 24.99, -2.02], [-21.72, 23.59, -2.27], [-20.56, 23.47, -3.10], [-19.19, 23.98, -1.53], [-18.70, 24.77, -3.00], [-20.56, 26.27, -3.02], [-20.17, 26.24, -1.30], [-22.60, 25.42, -2.72], [-22.28, 25.13, -1.01], [-20.80, 23.78, -4.13], [-20.21, 22.44, -3.04], [-26.31, 27.10, -11.39], [-27.57, 27.70, -12.02], [-27.65, 26.89, -13.35], [-27.20, 25.61, -12.95], [-26.66, 25.62, -11.63], [-26.22, 27.29, -10.33], [-25.45, 27.31, -12.01], [-27.47, 28.76, -12.23], [-28.51, 27.57, -11.48], [-27.14, 27.37, -14.19], [-28.73, 26.87, -13.55], [-25.80, 24.94, -11.69], [-27.41, 25.18, -10.97], [-24.24, 24.73, -15.63], [-24.80, 23.61, -14.75], [-23.89, 22.43, -14.99], [-22.61, 23.00, -15.25], [-22.84, 24.19, -15.99], [-24.27, 25.67, -15.08], [-24.81, 24.86, -16.55], [-25.84, 23.31, -14.89], [-24.81, 23.97, -13.72], [-24.19, 21.83, -15.86], [-23.80, 21.68, -14.20], [-22.89, 23.92, -17.06], [-22.04, 24.92, -15.87], [-24.45, 28.75, -4.77], [-25.38, 28.35, -3.61], [-25.01, 26.91, -3.27], [-24.64, 26.39, -4.54], [-24.05, 27.37, -5.35], [-23.57, 29.26, -4.38], [-25.00, 29.38, -5.46], [-26.37, 28.28, -4.07], [-25.39, 29.08, -2.80], [-25.86, 26.35, -2.87], [-24.20, 26.79, -2.54], [-24.33, 27.18, -6.39], [-22.95, 27.31, -5.32], [-20.05, 20.39, -5.85], [-19.42, 20.34, -7.23], [-20.07, 19.12, -7.91], [-20.97, 18.57, -6.93], [-20.54, 18.95, -5.63], [-20.90, 21.08, -5.90], [-19.42, 20.74, -5.04], [-18.33, 20.23, -7.15], [-19.59, 21.16, -7.92], [-19.35, 18.38, -8.28], [-20.75, 19.36, -8.72], [-19.76, 18.27, -5.28], [-21.43, 18.98, -5.01], [-18.31, 20.61, -10.89], [-16.80, 20.53, -10.68], [-16.62, 19.09, -10.11], [-17.73, 18.37, -10.63], [-18.54, 19.22, -11.45], [-18.45, 21.41, -11.61], [-18.78, 20.81, -9.93], [-16.35, 21.29, -10.04], [-16.23, 20.58, -11.61], [-16.71, 19.11, -9.02], [-15.64, 18.74, -10.41], [-19.57, 18.88, -11.38], [-18.23, 19.18, -12.50], [-27.52, 20.83, -10.18], [-28.23, 20.95, -11.52], [-27.46, 22.06, -12.30], [-26.47, 22.53, -11.37], [-26.17, 21.50, -10.43], [-27.41, 19.85, -9.71], [-28.01, 21.40, -9.39], [-29.24, 21.34, -11.39], [-28.34, 20.00, -12.04], [-28.07, 22.92, -12.54], [-27.02, 21.68, -13.22], [-25.72, 21.95, -9.55], [-25.45, 20.86, -10.95], [-21.68, 27.25, -9.56], [-22.83, 27.88, -10.34], [-22.07, 28.33, -11.62], [-20.67, 28.09, -11.43], [-20.42, 27.95, -10.02], [-21.55, 26.19, -9.79], [-21.84, 27.34, -8.48], [-23.28, 28.78, -9.93], [-23.57, 27.10, -10.52], [-22.26, 29.37, -11.87], [-22.32, 27.69, -12.47], [-20.31, 28.94, -9.58], [-19.60, 27.25, -9.84], [-17.96, 23.11, -6.75], [-16.64, 22.52, -6.23], [-16.10, 23.61, -5.30], [-16.80, 24.82, -5.60], [-17.71, 24.61, -6.70], [-18.80, 22.80, -6.13], [-18.19, 22.77, -7.76], [-16.01, 22.13, -7.03], [-16.86, 21.67, -5.58], [-15.03, 23.79, -5.47], [-16.26, 23.34, -4.26], [-17.21, 24.93, -7.63], [-18.57, 25.20, -6.40], [-23.78, 21.70, -3.65], [-24.38, 22.96, -4.25], [-25.86, 22.82, -3.84], [-25.90, 21.94, -2.74], [-24.57, 21.60, -2.35], [-22.72, 21.74, -3.43], [-24.07, 20.82, -4.24], [-24.27, 23.10, -5.33], [-23.96, 23.83, -3.74], [-26.54, 22.53, -4.65], [-26.22, 23.82, -3.56], [-24.55, 20.66, -1.81], [-24.14, 22.36, -1.68], [-20.01, 28.23, -5.12], [-18.59, 28.59, -4.67], [-17.97, 29.11, -5.99], [-19.08, 29.44, -6.84], [-20.30, 29.34, -6.10], [-20.76, 28.21, -4.32], [-20.05, 27.27, -5.64], [-18.09, 27.72, -4.25], [-18.71, 29.37, -3.91], [-17.37, 28.34, -6.47], [-17.45, 30.05, -5.79], [-21.07, 29.16, -6.86], [-20.55, 30.28, -5.59], [-21.11, 21.59, -10.35], [-22.24, 22.20, -9.73], [-23.13, 21.47, -8.89], [-21.70, 23.45, -8.88], [-22.72, 24.17, -8.17], [-22.10, 24.73, -6.91], [-23.21, 23.10, -10.91], [-23.51, 23.47, -7.87], [-23.16, 24.97, -8.77], [-22.81, 25.24, -6.27], [-21.28, 25.41, -7.17], [-21.65, 23.93, -6.31], [-23.92, 23.71, -10.36], [-23.78, 22.36, -11.48], [-22.56, 23.62, -11.60], [-24.71, 20.28, -6.71], [-25.42, 19.46, -5.77], [-26.74, 19.43, -5.87], [-27.40, 20.07, -6.64], [-27.20, 18.55, -4.98], [-28.59, 18.30, -4.94], [-23.67, 20.03, -6.59], [-24.98, 21.33, -6.54], [-25.04, 20.04, -7.72], [-28.78, 17.95, -3.92], [-28.94, 17.52, -5.62], [-29.22, 19.17, -5.08]]}

=====

[7]
{"formula": "C25H29NO8S2", "method": "the ωB97M-V functional and the def2-TZVPD basis", "e_homo_ev": -7.84, "smiles": "O=[SH](=O)Cc1cccc2c1Sc1ccccc1N2.O=C1CCCO1.O=C1CCCO1.O=C1CCCO1", "gap_ha": 0.305, "symbols": ["O", "S", "O", "C", "C", "C", "C", "C", "C", "C", "S", "C", "C", "C", "C", "C", "C", "N", "H", "H", "H", "H", "H", "H", "H", "H", "H", "H", "H", "O", "C", "O", "C", "C", "C", "H", "H", "H", "H", "H", "H", "O", "C", "O", "C", "C", "C", "H", "H", "H", "H", "H", "H", "O", "C", "O", "C", "C", "C", "H", "H", "H", "H", "H", "H"], "positions_angstrom": [[-7.57, 1.90, 2.62], [-6.84, 0.71, 2.95], [-6.93, 0.14, 4.26], [-7.19, -0.56, 1.75], [-6.19, -1.67, 1.88], [-6.46, -2.75, 2.71], [-5.54, -3.77, 2.84], [-4.34, -3.72, 2.16], [-4.05, -2.64, 1.33], [-4.98, -1.62, 1.19], [-4.59, -0.28, 0.10], [-2.86, -0.16, 0.47], [-2.23, 1.07, 0.54], [-0.87, 1.13, 0.79], [-0.16, -0.05, 0.98], [-0.79, -1.28, 0.94], [-2.15, -1.34, 0.67], [-2.84, -2.58, 0.61], [-5.53, 0.92, 2.68], [-8.20, -0.89, 1.97], [-7.16, -0.08, 0.77], [-7.40, -2.77, 3.25], [-5.74, -4.61, 3.50], [-3.61, -4.51, 2.27], [-2.82, 1.96, 0.40], [-0.38, 2.09, 0.83], [0.90, -0.02, 1.19], [-0.23, -2.19, 1.09], [-2.23, -3.35, 0.84], [0.79, 0.97, -1.76], [1.98, 0.95, -1.63], [2.58, 0.34, -0.57], [4.00, 0.55, -0.61], [4.31, 0.87, -2.07], [3.04, 1.58, -2.51], [4.25, 1.38, 0.06], [4.49, -0.35, -0.26], [5.22, 1.46, -2.19], [4.40, -0.06, -2.63], [3.06, 2.65, -2.31], [2.79, 1.41, -3.56], [4.11, -1.61, -4.09], [3.03, -2.14, -4.07], [1.90, -1.43, -4.22], [0.74, -2.27, -4.03], [1.24, -3.68, -4.31], [2.69, -3.60, -3.84], [0.39, -2.13, -3.01], [-0.03, -1.93, -4.72], [0.64, -4.44, -3.80], [1.20, -3.89, -5.38], [2.79, -3.81, -2.78], [3.37, -4.24, -4.40], [5.39, 3.55, -0.56], [5.01, 4.07, 0.45], [3.95, 4.91, 0.47], [3.77, 5.45, 1.79], [4.45, 4.46, 2.73], [5.58, 3.93, 1.85], [4.24, 6.44, 1.82], [2.70, 5.56, 1.97], [4.78, 4.91, 3.66], [3.76, 3.65, 2.97], [6.48, 4.54, 1.91], [5.85, 2.89, 2.04]]}

=====

[8]
{"formula": "C4H13BNS", "method": "the ωB97M-V functional and the def2-TZVPD basis", "charge": 1, "e_homo_ev": [-12.62, -10.11], "gap_ha": [0.337, 0.194], "symbols": ["B", "C", "C", "C", "C", "N", "S", "H", "H", "H", "H", "H", "H", "H", "H", "H", "H", "H", "H", "H"], "positions_angstrom": [[-1.24, 1.81, -2.84], [-2.11, 2.89, -2.38], [0.06, -2.40, 1.96], [-0.18, -1.11, 1.21], [1.00, -0.67, 0.30], [2.09, 0.10, 1.01], [-0.18, 0.67, -1.98], [-3.11, 2.53, -2.53], [-1.94, 3.94, -2.71], [-2.06, 2.88, -1.34], [0.18, -3.37, 1.26], [0.86, -2.46, 2.71], [-1.05, -2.55, 2.42], [-0.34, -0.30, 1.84], [-1.05, -1.24, 0.53], [1.70, -1.48, -0.15], [2.73, -0.54, 1.62], [2.53, 0.59, 0.22], [1.67, 0.87, 1.64], [0.42, -0.17, -2.79]]}